{"formula": "C38H57BF24NO8", "method": "wB97M-V/def2-TZVPD", "symbols": ["F", "F", "F", "F", "F", "F", "F", "F", "F", "F", "F", "F", "F", "F", "F", "F", "F", "F", "F", "F", "F", "F", "F", "F", "O", "O", "O", "O", "O", "O", "O", "O", "N", "C", "C", "C", "C", "C", "C", "C", "C", "C", "C", "C", "C", "C", "C", "C", "C", "C", "C", "C", "C", "C", "C", "C", "C", "C", "C", "C", "C", "C", "C", "C", "C", "C", "C", "C", "C", "C", "C", "B", "H", "H", "H", "H", "H", "H", "H", "H", "H", "H", "H", "H", "H", "H", "H", "H", "H", "H", "H", "H", "H", "H", "H", "H", "H", "H", "H", "H", "H", "H", "H", "H", "H", "H", "H", "H", "H", "H", "H", "H", "H", "H", "H", "H", "H", "H", "H", "H", "H", "H", "H", "H", "H", "H", "H", "H", "H"], "xyz": [[-9.739912, -3.820448, 6.117777], [2.671758, -6.863900, -2.532969], [6.729331, -4.461486, -6.538708], [-0.827755, 10.562675, -5.282820], [-11.089855, -1.453272, 6.036252], [6.282960, -5.336755, -4.618613], [-2.591980, 10.984031, -3.247914], [2.470928, -5.582684, -4.934515], [-2.470947, 7.164446, -2.953289], [-9.177233, -1.224559, 5.037467], [2.174177, -4.264861, -3.233532], [-5.617212, -1.890839, 5.152069], [-3.546182, 10.864628, -5.192732], [-7.653037, -2.208624, 3.335474], [-0.929566, 8.786806, -4.040533], [6.488013, -7.260868, -6.562727], [-0.978994, 7.459828, -0.671958], [4.395853, -7.060581, -6.006736], [-6.155393, -3.740791, 3.104153], [-1.215731, 9.411829, -1.594593], [-7.382965, -2.591177, 6.207103], [-11.497232, -3.884523, 4.847507], [4.627279, -6.799357, -3.479608], [-3.684258, 6.920097, -1.188643], [-2.058286, -2.181590, 1.906520], [1.823860, -4.205672, 2.490949], [-3.888645, 8.786850, -2.326293], [4.687735, -4.250489, -5.755522], [3.299800, -5.911410, 1.593613], [6.448647, -2.600362, -1.103449], [4.863208, -1.341603, -1.878826], [-8.057267, -4.299868, 4.044470], [3.441051, -2.243124, 0.710286], [0.382702, 3.993648, 0.781777], [0.094893, -2.262488, -0.685938], [-1.641587, 9.550765, -4.889844], [-1.345730, 3.023420, -0.892029], [5.674476, -2.764871, 1.497082], [-3.927558, 9.099827, -3.715942], [5.770412, -5.116010, -5.839304], [-1.033132, -3.191431, -0.094144], [-2.903792, 10.123504, -4.242949], [5.106504, 0.817696, 0.175402], [-3.287932, -2.288069, 2.604821], [5.416041, -1.940165, -0.883839], [-2.210919, -2.309721, 0.491594], [-1.887971, 8.410591, -0.989115], [-6.461834, -2.941784, 5.284915], [5.735058, 2.079646, 0.930696], [5.429269, -6.411586, -6.580764], [3.120030, -4.986527, -3.900596], [3.670177, -6.026929, -2.925221], [3.237245, -3.648071, 0.301995], [-7.110091, -3.282758, 3.940409], [-10.369552, -1.844732, 4.955006], [-0.193712, 4.075138, -0.686345], [2.390377, 3.168267, 2.137095], [4.134903, -3.974545, -4.462051], [1.618967, 3.000936, 0.761946], [-2.286973, 3.485292, -2.079629], [3.853450, 3.691332, 1.842632], [-10.237091, -3.368522, 4.944920], [-3.949803, -0.886014, 2.911722], [-9.420922, -3.976598, 3.788175], [5.073228, -0.357496, 1.195944], [5.573374, -2.691591, 2.892963], [4.908421, 2.540229, 2.171343], [-2.974771, 7.826500, -1.895208], [4.829970, -1.796154, 0.573353], [2.487788, -1.404197, -0.032807], [0.976370, -1.589640, 0.437988], [2.738222, -4.599730, 1.509412], [-3.468191, -0.414622, 3.803729], [5.795395, 2.905588, 0.174120], [-3.072077, -2.752233, 3.596582], [-0.874099, 2.031960, -1.084125], [4.002519, -5.814302, 2.260617], [-1.891559, 8.956516, -5.773599], [2.486276, -1.663955, -1.125863], [-4.044064, -2.933262, 2.104598], [0.883956, -2.087159, 1.425284], [-3.333084, 3.202351, -1.807296], [-2.246234, 4.583492, -2.236362], [-2.318739, 8.805395, -0.066926], [4.123804, -4.159243, -0.137776], [-9.532170, -3.406402, 2.864142], [2.273440, 3.201791, -0.115408], [6.789389, 1.791120, 1.159798], [-0.444092, -1.466468, -1.266827], [0.543165, -0.562747, 0.570514], [0.712967, -2.793572, -1.453249], [-0.349839, 3.522245, 1.483431], [4.011282, 4.063339, 0.809890], [0.677422, 4.997570, 1.156932], [6.335322, -3.558064, 1.091189], [5.756257, 0.667536, -0.709943], [5.940091, -1.841705, 3.498468], [5.164028, -6.203638, -7.619180], [-1.409917, -3.885097, -0.876124], [4.115682, 1.165629, -0.190194], [6.007541, -0.302341, 1.799991], [4.078105, -5.545683, -2.032293], [5.034245, -3.544046, 3.376152], [1.236746, 1.954090, 0.679553], [2.426028, -3.731818, -0.476128], [-1.942687, 2.936665, -2.987287], [-5.016118, -1.040214, 3.193976], [-3.861978, -0.177423, 2.060120], [-2.217856, -1.294696, 0.015535], [3.581908, -3.046353, -4.606702], [-1.934292, 2.974546, 0.057455], [-5.902000, -3.794369, 5.673982], [-0.495801, 5.136225, -0.894604], [-3.959294, 8.198304, -4.330373], [4.422473, 1.727095, 2.745158], [1.878379, 3.963383, 2.738362], [-4.905549, 9.563670, -3.851462], [-3.157939, -2.820191, 0.188246], [5.639700, 3.016700, 2.879288], [-10.888656, -1.492643, 4.058811], [2.135287, -3.414598, 2.957354], [4.045210, 4.536316, 2.552332], [-9.882325, -4.942162, 3.576700], [0.636247, 3.806800, -1.380103], [-0.567714, -3.731100, 0.766679], [2.689925, -0.316288, 0.014566], [4.910292, -3.722065, -3.734121], [4.200728, -0.191831, 1.878757], [2.361806, 2.252453, 2.768508]], "forces_ev_per_a": [[0.0, 0.2, 0.0], [-0.1, 0.2, -0.1], [0.0, -0.4, -0.3], [-0.2, 0.1, 0.0], [-0.1, -0.2, 0.0], [0.3, -0.4, -0.3], [0.2, -0.1, -0.1], [0.0, -0.2, 0.1], [0.3, -0.1, 0.3], [-0.1, -0.1, 0.0], [0.2, -0.1, 0.3], [-0.2, -0.3, -0.1], [0.1, -0.3, -0.3], [0.4, 0.2, 0.1], [-0.1, 0.1, -0.1], [0.1, 0.2, 0.0], [-0.3, -0.1, -0.1], [0.1, 0.2, -0.1], [0.2, 0.0, 0.3], [-0.2, -0.1, 0.0], [0.0, -0.2, -0.2], [-0.1, 0.3, -0.3], [-0.1, 0.0, 0.0], [0.2, 0.1, 0.3], [-1.1, -0.5, -0.4], [1.0, -0.3, 0.0], [1.1, 0.0, -0.1], [0.1, -1.2, 0.1], [-0.3, 1.2, 0.2], [0.4, -0.8, 1.7], [-0.9, -0.2, 2.0], [0.1, 0.9, 0.5], [-0.6, 0.6, -0.6], [0.6, -1.2, -1.2], [-0.6, -0.2, 0.1], [0.5, 0.1, -0.5], [0.0, 1.5, -0.2], [-0.7, 0.4, 1.2], [-0.8, -0.1, -0.1], [-0.3, 1.5, 0.9], [0.6, 1.3, 0.3], [-0.3, 0.2, 0.8], [0.8, 1.7, 0.9], [-0.6, 0.9, 1.1], [0.0, 1.1, -3.2], [0.6, -0.6, -0.9], [0.6, 0.3, 0.5], [0.4, 0.2, 0.7], [-0.5, -0.9, -0.8], [-0.1, -0.5, -0.3], [0.1, 0.3, -0.9], [-0.1, -0.2, 0.7], [-0.7, -1.3, 0.2], [-0.8, -0.6, -1.0], [-0.4, 0.5, 0.2], [0.0, -0.2, 0.9], [0.1, 1.0, -1.2], [0.2, 0.8, 0.2], [-0.7, 0.3, 1.5], [0.3, -1.1, 0.7], [0.1, -1.2, 1.6], [0.6, -0.6, 0.3], [0.2, -0.3, 0.3], [-0.1, -0.6, -0.6], [-1.4, 0.2, -1.1], [0.0, -0.4, -1.0], [1.1, 1.6, 0.0], [-1.1, -0.1, -0.8], [3.4, 0.1, 0.6], [-1.4, 0.3, -0.6], [0.0, 0.6, -0.8], [0.6, -0.1, 0.0], [-0.2, -0.3, -0.8], [0.0, -0.5, 0.8], [0.0, 0.2, -0.7], [-0.6, 0.6, 0.2], [-0.3, -0.5, -0.2], [-0.1, 0.0, 0.0], [0.4, 0.3, 0.8], [0.7, 0.3, 0.0], [0.1, 0.1, -0.7], [0.7, 0.2, -0.6], [0.0, -0.7, 0.1], [-0.2, -0.1, 0.0], [-0.3, 0.7, 0.2], [0.0, 0.2, 0.2], [-0.4, -0.1, 0.7], [-0.7, 0.3, 0.2], [0.6, -0.5, 0.4], [0.4, -0.8, 0.1], [-0.4, 0.2, 0.8], [0.3, 0.7, -0.5], [-0.4, -0.2, 0.6], [-0.1, -0.7, -0.2], [-1.9, -0.5, -0.4], [-0.6, -0.4, 0.5], [-1.9, 0.2, -0.4], [0.1, 0.2, 0.0], [0.2, 0.4, 0.6], [0.4, -0.7, 0.1], [-0.6, -0.3, -0.5], [0.0, 0.1, -0.1], [2.2, -0.1, 0.3], [0.2, 0.7, -0.2], [0.7, 0.2, 0.4], [-0.6, 0.6, 0.4], [0.8, 0.3, -0.5], [-0.1, -0.6, 0.4], [0.1, -0.7, 0.3], [-0.1, -0.1, 0.0], [0.4, -0.1, -0.7], [0.0, -0.1, -0.2], [-0.1, -1.1, 0.0], [0.3, 0.0, 0.0], [0.3, 0.3, -0.6], [0.2, -0.7, -0.5], [0.1, 0.2, 0.1], [0.4, 0.4, 0.7], [-0.5, -0.5, -0.4], [0.0, -0.1, 0.0], [-0.4, 0.2, -0.6], [0.0, -0.6, -0.7], [0.0, 0.0, 0.2], [-0.6, 0.4, 0.3], [-0.6, 0.0, -0.7], [0.4, -0.8, 0.3], [0.0, -0.2, 0.0], [0.8, -0.1, -0.3], [0.3, 0.5, -0.6]], "mulliken_charge": [-0.2708, -0.2944, -0.3100, -0.2866, -0.2795, -0.2647, -0.2735, -0.3289, -0.2823, -0.1974, -0.2691, -0.2008, -0.3338, -0.3000, -0.1924, -0.2687, -0.2087, -0.2122, -0.2856, -0.2218, -0.2272, -0.3339, -0.2504, -0.3225, -0.2695, -0.7017, -0.4220, -0.4657, -0.6376, -0.8415, -0.7604, -0.4005, 0.7411, -0.9080, -0.1380, 0.1005, -0.1662, -0.6722, -0.6933, 0.8405, -0.7554, 0.8586, -0.0307, -0.4085, 0.0667, -0.3511, 0.1603, 0.2078, -1.2504, 0.1729, 0.8307, 0.4035, -0.2837, 0.8041, 0.0996, 0.0590, -0.8774, -0.8789, 0.1527, -0.7628, -0.7386, 0.8746, -0.7759, -0.7138, -1.8052, -0.8964, -0.6493, 0.8601, 2.2149, 0.7566, -0.3671, 0.6339, 0.2258, 0.4478, 0.2731, 0.0396, 0.3172, 0.2775, 0.1628, 0.3120, 0.1794, 0.3063, -0.0949, 0.2239, -0.0278, 0.3234, 0.5752, 0.4679, 0.4297, 0.1988, -0.3026, 0.3262, 0.3981, 0.4528, 0.3783, 0.3286, 0.2572, 0.2229, 0.4289, 0.1400, 0.5561, -0.0233, 0.1518, -0.6306, -0.2475, 0.3613, 0.1222, 0.2772, 0.1841, 0.3555, 0.2777, 0.2504, -0.2851, 0.3254, 0.4085, 0.4766, 0.4107, 0.4005, 0.3547, 0.2763, 0.3381, 0.3642, 0.4007, 0.2676, 0.2002, -0.9966, 0.5951, 0.2812, 0.4778], "energy_ha": -4560.40163, "e_homo_ev": -4.575, "total_charge": -1}